Density functional theory data (ωB97M-V with the def2-TZVPD basis set) for 2 unconnected molecules or ions with the total composition C54H64N4O4 at a distorted geometry.

Positions of all 126 atoms, in Å:
C1 3.49 3.48 -1.64
C2 3.18 2.42 -2.69
C3 1.92 2.80 -3.47
C4 4.36 2.37 -3.67
C5 2.97 1.01 -2.10
C6 2.73 0.00 -3.03
C7 2.73 -1.33 -2.62
C8 3.15 -1.65 -1.33
C9 3.45 -0.67 -0.39
C10 4.22 -1.07 0.90
C11 3.28 -1.13 2.11
C12 5.38 -0.11 1.14
C13 4.83 -2.46 0.76
C14 3.01 0.65 -0.72
N1 2.25 1.43 0.22
C15 2.65 1.96 1.45
C16 1.59 2.56 2.02
N2 0.50 2.45 1.15
C17 -0.85 2.89 1.45
C18 -1.82 1.93 1.83
C19 -1.50 0.68 2.68
C20 -2.77 -0.08 3.07
C21 -0.75 1.06 3.96
C22 -0.68 -0.28 1.85
C23 -3.14 2.18 1.45
C24 -3.56 3.48 1.26
C25 -2.63 4.51 1.37
C26 -1.25 4.25 1.34
C27 -0.34 5.52 1.31
C28 -1.04 6.66 0.56
C29 1.01 5.37 0.63
C30 -0.12 5.94 2.77
C31 0.90 1.70 0.05
C32 0.13 1.06 -0.92
C33 -1.00 1.75 -1.53
C34 -1.10 3.16 -1.50
C35 -2.29 3.79 -1.86
C36 -3.39 3.02 -2.26
C37 -3.25 1.64 -2.45
C38 -2.02 1.04 -2.18
H1 4.40 3.22 -1.08
H2 3.67 4.44 -2.14
H3 2.66 3.61 -0.95
H4 1.83 2.22 -4.39
H5 1.02 2.62 -2.86
H6 1.94 3.87 -3.74
H7 4.17 1.68 -4.50
H8 4.54 3.36 -4.09
H9 5.27 2.04 -3.15
H10 2.56 0.24 -4.08
H11 2.44 -2.12 -3.31
H12 3.31 -2.70 -1.11
H13 2.42 -1.78 1.89
H14 3.83 -1.56 2.96
H15 2.93 -0.15 2.40
H16 6.17 -0.28 0.40
H17 5.10 0.94 1.07
H18 5.80 -0.29 2.14
H19 5.46 -2.53 -0.14
H20 5.46 -2.68 1.63
H21 4.05 -3.24 0.72
H22 3.66 1.89 1.81
H23 1.52 3.10 2.95
H24 -3.26 -0.50 2.18
H25 -2.50 -0.92 3.72
H26 -3.47 0.56 3.61
H27 0.18 1.59 3.75
H28 -1.38 1.71 4.58
H29 -0.51 0.15 4.53
H30 0.34 0.05 1.68
H31 -0.64 -1.28 2.30
H32 -1.15 -0.39 0.87
H33 -3.87 1.36 1.39
H34 -4.61 3.71 1.06
H35 -3.00 5.53 1.41
H36 -1.88 7.09 1.13
H37 -0.33 7.48 0.38
H38 -1.41 6.32 -0.42
H39 1.68 4.69 1.15
H40 0.90 5.07 -0.42
H41 1.49 6.36 0.63
H42 0.37 5.14 3.34
H43 0.52 6.84 2.81
H44 -1.08 6.18 3.25
H45 0.65 0.27 -1.44
H46 -0.23 3.74 -1.20
H47 -2.37 4.88 -1.81
H48 -4.35 3.51 -2.44
H49 -4.08 1.04 -2.82
H50 -1.82 0.00 -2.43
O1 0.18 -2.83 1.12
C39 0.63 -2.93 -0.01
N3 0.43 -2.03 -1.06
N4 -0.65 -1.30 -0.97
C40 -1.81 -2.13 -1.08
O2 -1.81 -3.34 -1.24
O3 -2.93 -1.38 -0.98
C41 -4.13 -1.95 -1.60
C42 -4.75 -3.04 -0.79
C43 -5.70 -2.72 0.19
C44 -6.39 -3.73 0.86
C45 -6.13 -5.07 0.57
C46 -5.11 -5.40 -0.35
C47 -4.42 -4.38 -1.01
O4 1.45 -3.94 -0.40
C48 1.52 -5.07 0.51
C49 0.76 -6.25 -0.04
C50 0.53 -7.34 0.81
C51 -0.08 -8.50 0.33
C52 -0.46 -8.57 -1.02
C53 -0.30 -7.45 -1.85
C54 0.29 -6.29 -1.35
H51 -3.86 -2.32 -2.61
H52 -4.80 -1.09 -1.69
H53 -5.90 -1.66 0.38
H54 -7.14 -3.46 1.60
H55 -6.71 -5.86 1.05
H56 -4.86 -6.44 -0.55
H57 -3.62 -4.61 -1.70
H58 2.59 -5.30 0.64
H59 1.11 -4.76 1.48
H60 0.85 -7.25 1.85
H61 -0.25 -9.34 1.00
H62 -0.89 -9.49 -1.42
H63 -0.62 -7.48 -2.89
H64 0.39 -5.41 -1.99

Computed properties:
- Energy above the lowest of the compared OMol25 structures with the same formula, charge and spin: 0.4459 eV
- Frontier orbital gap: 0.15310 Ha
- Multiplicity: 1
- Strongest force on any atom: 4.4 eV Å⁻¹
- Net charge: 0
- Energy: -2615.87443 a.u.
- SMILES string: CC(C)(C)c1cccc(C(C)(C)C)c1N1C=CN(c2c(C(C)(C)C)cccc2C(C)(C)C)C1=Cc1ccccc1.O=C(/N=N\C(=O)OCc1ccccc1)OCc1ccccc1
- E_LUMO: -2.00 eV